# 1
104
Properties=species:S:1:pos:R:3 method="wB97M-V/def2-TZVPD" lumo_energy_ha=0.072 orbital_gap_ev=6.193 homo_energy_ha=-0.15551 charge=-1
C 1.52279 -5.53011 1.75621
C 0.57612 -4.59470 0.92195
C 1.44266 -3.51856 0.12554
C 1.94203 -4.20295 -1.20814
In 4.09157 -3.72979 -1.75421
C 4.63984 -5.22414 -3.40594
C 3.73208 -6.49949 -3.26846
O 3.63450 -7.21568 -4.53973
C 4.39212 -7.39242 -2.15411
N 3.57055 -8.54287 -1.73210
H 1.00269 -5.98094 2.63555
H 2.44229 -4.98869 2.07710
H 1.80427 -6.38630 1.09532
H 0.10046 -5.21426 0.12236
H -0.25774 -4.13811 1.49929
H 2.25649 -3.10776 0.75867
H 0.70320 -2.72766 -0.16585
H 1.31165 -3.96131 -2.09491
H 1.91463 -5.31175 -1.03322
H 5.19648 -3.87348 -0.35080
H 4.26576 -2.10171 -2.50144
H 5.70097 -5.54931 -3.32695
H 4.40440 -4.69272 -4.35781
H 2.68802 -6.24234 -2.97150
H 2.74183 -7.57172 -4.52382
H 4.59565 -6.73936 -1.27532
H 5.33834 -7.80813 -2.56827
H 2.78425 -8.24698 -1.16272
H 3.25334 -9.08400 -2.53103
C -4.53831 -6.12275 2.34574
C -3.33788 -6.61303 3.13699
O -2.37118 -5.60773 3.37830
C -2.80003 -4.49139 4.13559
C -3.26234 -4.84899 5.53813
H -4.21661 -5.62891 1.42722
H -5.19009 -6.95935 2.08733
H -5.13050 -5.40401 2.91635
H -2.82936 -7.38930 2.56263
H -3.65091 -7.07650 4.07996
H -3.57739 -3.94001 3.59552
H -1.93886 -3.82480 4.20615
H -4.17699 -5.44612 5.52096
H -3.46416 -3.94405 6.11386
H -2.49908 -5.43322 6.05603
C 1.12385 0.63844 -0.07985
C -0.25136 0.34191 -0.64902
O -1.26318 0.22066 0.33956
C -1.49881 1.37068 1.13003
C -1.95410 2.57722 0.32712
H 1.38658 -0.08975 0.68919
H 1.87631 0.60404 -0.86916
H 1.16529 1.63036 0.37773
H -0.21570 -0.61740 -1.16841
H -0.53871 1.09128 -1.39586
H -0.61284 1.61042 1.72794
H -2.28560 1.09793 1.83661
H -1.16433 2.94124 -0.33351
H -2.23531 3.39446 0.99412
H -2.81227 2.32131 -0.29857
C -2.27397 8.11673 2.59615
C -2.36683 6.62495 2.86731
O -1.16509 5.92540 2.59840
C -0.03283 6.30576 3.36129
C -0.20853 6.10013 4.85597
H -1.90544 8.30113 1.58531
H -3.25416 8.58412 2.70521
H -1.59127 8.61045 3.29088
H -3.12234 6.19253 2.20866
H -2.69968 6.43179 3.89334
H 0.24572 7.34162 3.13781
H 0.79221 5.68125 3.01418
H -0.96629 6.77018 5.26857
H 0.72952 6.29333 5.37863
H -0.52565 5.07713 5.06748
C -1.37120 0.31998 -4.11803
C -2.70237 0.75553 -3.53093
O -3.18567 1.97987 -4.06505
C -3.44215 1.99347 -5.45690
C -4.50361 0.99656 -5.88986
H -0.63503 1.12246 -4.04042
H -0.99309 -0.55699 -3.59138
H -1.46320 0.05890 -5.17455
H -2.57950 0.92038 -2.45903
H -3.45619 -0.03205 -3.64028
H -2.51298 1.84359 -6.01724
H -3.78735 3.00244 -5.69189
H -4.16707 -0.03329 -5.75502
H -4.74633 1.13404 -6.94508
H -5.41321 1.12426 -5.29944
C 2.86622 8.79385 0.57407
C 3.90003 7.70111 0.36091
O 3.40989 6.39989 0.62633
C 2.32774 5.96410 -0.18076
C 2.66004 5.89964 -1.66130
H 2.42228 8.71399 1.56839
H 3.32711 9.77794 0.47125
H 2.05569 8.72875 -0.15464
H 4.72947 7.85888 1.05283
H 4.32232 7.75135 -0.64891
H 1.44530 6.58867 -0.00291
H 2.07241 4.96130 0.16609
H 2.83756 6.89388 -2.07792
H 1.83697 5.44644 -2.21570
H 3.56322 5.30917 -1.82623

# 2
24
Properties=species:S:1:pos:R:3 method="wB97M-V/def2-TZVPD" relative_energy_kcal_mol=69.92 lumo_energy_ha=0.021 orbital_gap_ev=10.338 homo_energy_ha=-0.35877 charge=0 smiles="CC1(C)COCN1S(C)(=O)=O"
C 0.86331 0.08778 -2.07838
C -1.14859 -0.59465 -1.30162
C 0.98012 0.24397 -0.48448
C 1.52505 1.52284 0.06853
C 1.79095 -0.88340 0.22806
C -2.63643 0.09936 1.44126
N -0.45471 0.16618 -0.14910
O -0.21647 0.43857 2.46918
O -0.58893 -1.89965 1.53452
O -0.18772 -0.72129 -2.25510
S -0.84047 -0.44498 1.42909
H 0.59033 1.18065 -2.34882
H 1.75518 -0.30166 -2.51737
H -1.51601 -1.58984 -0.86677
H -1.97085 0.06991 -1.58233
H 1.35137 1.63233 1.16502
H 0.87587 2.30723 -0.32403
H 2.58530 1.56320 -0.24623
H 1.35368 -0.92961 1.23011
H 2.80746 -0.62398 0.41466
H 1.82386 -1.88434 -0.13479
H -3.33255 -0.56550 1.04291
H -2.80588 0.16644 2.47135
H -2.60389 0.96043 0.79432

# 3
11
Properties=species:S:1:pos:R:3 method="wB97M-V/def2-TZVPD" relative_energy_kcal_mol=62.59 lumo_energy_ha=0.030 orbital_gap_ev=9.602 homo_energy_ha=-0.32288 charge=0
C -2.08204 -0.13235 0.05233
C -0.67891 0.24849 0.35986
O 0.09345 0.02559 -0.69249
C 1.37352 0.54891 -0.35410
O 1.66659 1.67970 -0.61035
N 2.12490 -0.39600 0.24010
H -2.27668 -0.66401 -0.88722
H -2.45306 -0.69236 0.91719
H -2.63194 0.81972 0.06944
H 1.79445 -1.33941 0.34374
H 3.04839 -0.14174 0.54754

# 4
42
Properties=species:S:1:pos:R:3 method="wB97M-V/def2-TZVPD" lumo_energy_ha="-0.179 / -0.189" orbital_gap_ev="7.370 / 7.089" homo_energy_ha="-0.44952 / -0.45000" charge=+1 spin_multiplicity=2
Tc -0.24588 0.54230 -0.21131
O 0.45117 -0.61976 3.42674
C 0.07473 -0.58131 2.31653
O -0.02092 0.62431 1.60082
C -0.29553 -1.77847 1.39986
O -0.28458 -2.90088 1.79759
O -0.60600 -1.37027 0.18485
F -2.38304 6.65873 -2.40379
C -2.41617 5.37740 -2.08638
C -1.26108 4.74279 -1.65647
F -0.11505 5.40321 -1.54952
C -1.34416 3.40948 -1.33220
F -0.20494 2.77863 -0.87355
C -2.49509 2.66887 -1.41444
Se -2.48238 0.81153 -0.99568
C -3.63931 3.32490 -1.83346
F -4.78566 2.66258 -1.92422
C -3.60555 4.66822 -2.17166
F -4.70441 5.28064 -2.57496
C 3.37872 -3.34698 -1.14121
C 1.90393 -3.33474 -1.47996
N 1.41167 -1.95153 -1.48840
C 2.14169 -0.85206 -1.35664
N 1.49644 0.34624 -1.09735
C 2.37242 1.54703 -1.07536
C 3.70350 1.22634 -0.42750
C 4.38790 0.16706 -1.24821
N 3.46130 -0.93676 -1.50953
C 4.04221 -2.22536 -1.91594
H 3.81321 -4.30965 -1.40334
H 3.53228 -3.19211 -0.07141
H 1.32104 -3.88857 -0.74430
H 1.72344 -3.77462 -2.46124
H 0.41054 -1.84260 -1.48372
H 1.88334 2.31553 -0.48848
H 2.50643 1.93535 -2.08789
H 3.53463 0.87606 0.59374
H 4.32663 2.11784 -0.37598
H 5.25842 -0.23990 -0.73526
H 4.72396 0.57722 -2.20397
H 5.11052 -2.17232 -1.72406
H 3.89976 -2.36127 -2.99135

| no. | F_max (eV/Å) |
| --- | --- |
| 1 | 2.146 |
| 2 | 5.285 |
| 3 | 0.629 |
| 4 | 0.553 |